ORCA calculation (the ωB97M-V functional and the def2-TZVPD basis) on 11 unconnected molecules or ions with the total composition C40H109N15O15 in a non-equilibrium geometry.

Energy above the lowest of the compared OMol25 structures with the same formula, charge and spin: 7.9 kcal/mol
LUMO: 0.41 eV
DFT total energy: -96309.3531 eV
SMILES string: COC[C@H](C)N.COC[C@H](C)N.COC[C@H](C)N.COCCNCCOC.COCCNCCOC.COCCNCCOC.COCCNCCOC.NC(N)=O.NC(N)=O.NC(N)=O.NC(N)=O
Max |F|: 2.01 eV/A

```
179
Properties=species:S:1:pos:R:3:forces:R:3
C -2.790495 -16.984952 -12.355067 -0.4 0.2 0.0
O -3.663957 -16.965919 -13.470808 0.1 -0.1 0.1
C -5.026587 -16.837081 -13.129518 -0.4 -0.8 0.4
C -5.867995 -17.421409 -14.231740 0.3 -0.6 -1.3
C -7.347207 -17.175766 -14.030611 -0.2 0.4 0.4
N -5.638878 -18.868607 -14.385197 -0.8 -0.3 0.9
H -2.631617 -15.955636 -12.019594 0.4 -0.1 0.1
H -1.876388 -17.499392 -12.640728 0.2 0.3 -0.1
H -3.207869 -17.546013 -11.510366 -0.2 0.0 -0.1
H -5.213618 -17.461207 -12.241115 -0.1 0.1 0.1
H -5.357943 -15.823919 -12.876741 0.4 0.2 -0.2
H -5.594156 -16.993357 -15.209761 0.1 0.6 0.3
H -7.717634 -17.570435 -13.080268 0.2 -0.1 0.0
H -7.955403 -17.627648 -14.814363 0.1 0.0 -0.1
H -7.521973 -16.096335 -14.020141 -0.1 0.0 -0.1
H -4.691119 -19.155228 -14.575461 0.2 0.6 -0.3
H -6.211162 -19.151657 -15.172383 0.1 -0.3 0.0
C -4.225005 -23.325958 -18.698523 0.5 -0.3 -0.6
O -3.845283 -24.581507 -18.161322 -0.8 0.0 -0.1
C -3.651653 -24.522934 -16.771507 0.7 -0.7 0.5
C -2.919844 -25.774282 -16.348518 0.8 -1.7 -0.1
C -2.535062 -25.823156 -14.878458 -0.3 0.5 0.4
N -1.720410 -26.062744 -17.175981 -0.4 0.2 0.0
H -4.699618 -23.454561 -19.671772 -0.1 -0.3 0.1
H -3.291221 -22.788013 -18.899374 -0.2 0.5 0.2
H -4.935577 -22.786791 -18.069821 0.2 0.1 0.1
H -3.068812 -23.632455 -16.509682 0.0 0.0 0.1
H -4.575082 -24.570594 -16.183349 -0.2 0.6 -0.3
H -3.594252 -26.640244 -16.472158 -0.4 0.4 -0.1
H -3.433879 -25.805677 -14.253671 0.0 0.1 0.0
H -1.901964 -24.984361 -14.574450 0.0 0.0 -0.1
H -2.010973 -26.739467 -14.605877 0.0 -0.1 -0.3
H -1.374386 -26.973939 -16.889253 0.1 0.1 0.2
H -2.046814 -26.224917 -18.125479 0.1 0.3 0.0
C -11.332472 -19.894725 -9.433105 0.3 0.3 -0.2
O -11.427541 -20.792296 -10.502113 -0.6 0.0 -0.2
C -10.220750 -21.411160 -10.847978 0.5 -0.4 0.9
C -10.514921 -22.720492 -11.536069 -0.5 -0.3 -1.6
C -11.402901 -23.665842 -10.727091 0.0 0.1 -0.4
N -9.255691 -23.375742 -11.934630 0.3 -0.1 -0.1
H -10.930419 -20.399444 -8.547827 -0.1 0.1 0.1
H -12.322481 -19.489722 -9.239947 -0.1 -0.1 0.1
H -10.681592 -19.047115 -9.690384 0.1 0.0 0.1
H -9.576369 -20.734540 -11.422823 -0.1 -0.1 -0.2
H -9.651312 -21.680008 -9.936874 -0.1 0.2 0.0
H -11.075006 -22.516952 -12.462125 0.0 0.2 0.1
H -11.225289 -23.511127 -9.663076 -0.1 -0.5 0.1
H -11.240470 -24.683373 -11.087362 0.4 -0.1 0.5
H -12.457687 -23.534453 -10.970335 0.0 0.5 0.3
H -9.496441 -24.301469 -12.282703 -0.1 0.0 0.2
H -8.931499 -22.943103 -12.800154 0.0 0.2 0.1
C -6.318982 -26.454826 -14.080585 1.2 0.3 0.1
O -6.063424 -27.827503 -13.883250 -0.3 -0.2 0.3
C -6.269376 -28.618472 -15.020675 0.1 -0.4 -0.5
C -7.742099 -28.856890 -15.301414 -1.0 0.2 0.7
N -7.987008 -29.618253 -16.497970 0.7 -0.6 -0.9
C -7.284086 -30.889436 -16.550444 0.4 -0.5 0.2
C -8.004882 -31.911731 -17.394761 0.6 -0.4 -0.3
O -9.273177 -32.175270 -16.848343 -0.2 0.2 -0.2
C -9.965778 -33.249817 -17.456633 0.4 -0.4 0.5
H -5.677150 -25.953831 -13.353362 -0.2 0.1 0.1
H -7.340416 -26.097040 -13.940170 -0.2 -0.4 -0.1
H -5.919504 -26.165152 -15.060240 -0.3 0.2 -0.1
H -5.811619 -29.592313 -14.830290 0.1 0.1 0.2
H -5.729343 -28.209972 -15.888697 -0.2 0.2 0.0
H -8.324027 -27.931902 -15.356980 0.3 0.2 -0.2
H -8.146664 -29.346776 -14.395188 0.1 -0.2 -0.1
H -8.954967 -29.838923 -16.682709 -0.2 0.5 0.4
H -7.123845 -31.318573 -15.547164 -0.2 0.0 0.0
H -6.275957 -30.836202 -16.985068 -0.1 0.4 0.0
H -7.403403 -32.834023 -17.432380 0.0 0.0 0.3
H -8.020656 -31.591334 -18.449111 -0.5 0.2 0.1
H -10.960327 -32.923424 -17.750116 0.0 0.0 -0.2
H -10.053847 -34.069619 -16.733520 -0.2 0.1 0.1
H -9.392245 -33.680873 -18.280979 -0.2 0.3 -0.3
C -4.546825 -31.442967 -7.615447 -0.2 1.0 -0.4
O -3.458902 -30.895801 -8.343475 -0.1 -0.4 0.2
C -2.740157 -29.943668 -7.599443 0.8 0.0 0.2
C -1.914230 -29.087700 -8.548380 0.2 0.7 -0.1
N -2.534145 -27.783412 -8.778204 -0.2 0.2 0.1
C -3.743691 -27.839064 -9.571004 -0.8 -0.2 -1.0
C -3.521745 -27.485697 -11.049550 0.7 0.1 0.8
O -2.844049 -26.232215 -11.175610 0.1 -0.2 -0.4
C -3.637561 -25.149424 -10.809874 -0.9 0.7 0.4
H -4.269114 -31.772553 -6.612424 0.1 -0.3 -0.1
H -4.981492 -32.220842 -8.233631 0.0 -0.2 0.2
H -5.288823 -30.639160 -7.497666 -0.1 -0.2 0.1
H -2.042834 -30.423894 -6.894780 -0.2 -0.3 -0.1
H -3.383709 -29.316405 -6.971897 -0.2 0.1 -0.3
H -1.724766 -29.642211 -9.477170 -0.2 -0.2 0.0
H -0.927448 -28.888041 -8.124250 -0.1 -0.1 0.1
H -1.903215 -27.122832 -9.216948 0.2 -0.2 0.0
H -4.557688 -27.194347 -9.220044 0.2 0.0 0.4
H -4.144064 -28.856104 -9.582448 0.0 0.0 0.2
H -4.471877 -27.445271 -11.583995 0.0 -0.2 -0.2
H -2.830898 -28.222705 -11.462381 -0.2 0.0 -0.3
H -3.316054 -24.223771 -11.291212 0.4 -0.2 -0.1
H -3.670876 -24.969470 -9.728312 0.2 -0.1 0.0
H -4.696577 -25.235914 -11.096620 0.1 -0.4 -0.1
C -7.959159 -18.003782 -18.032579 0.4 -0.2 0.1
O -8.468919 -19.046203 -17.223230 0.1 0.0 0.3
C -8.980264 -20.175888 -17.899850 -0.1 -0.4 -0.2
C -7.916982 -21.146641 -18.423322 0.4 -0.6 0.0
N -7.052921 -20.741917 -19.538631 -0.2 0.4 0.7
C -7.635133 -20.884457 -20.868748 -0.4 -0.6 0.5
C -7.306611 -19.753385 -21.803822 0.9 0.6 0.3
O -7.721922 -18.488390 -21.297657 -0.6 -0.2 -0.3
C -9.062364 -18.171651 -21.626360 0.2 -0.2 -0.3
H -8.710599 -17.681769 -18.754993 0.1 0.1 -0.1
H -7.028457 -18.296470 -18.517673 -0.1 0.1 -0.3
H -7.644787 -17.176637 -17.395157 -0.4 0.0 0.2
H -9.699258 -19.886195 -18.679420 0.1 0.2 -0.1
H -9.540986 -20.736048 -17.147914 -0.1 0.1 0.1
H -8.342695 -22.127149 -18.670692 -0.4 0.2 0.0
H -7.281106 -21.381398 -17.563237 0.1 0.2 -0.1
H -6.850745 -19.779015 -19.312244 0.4 0.0 -0.7
H -8.721645 -21.037693 -20.771667 0.0 0.3 -0.3
H -7.260710 -21.817764 -21.307524 0.0 0.1 -0.1
H -7.649237 -19.977125 -22.819552 -0.3 0.2 0.0
H -6.223631 -19.607984 -21.875162 0.0 -0.4 0.0
H -9.140626 -17.935586 -22.694708 0.0 0.1 0.1
H -9.358789 -17.309063 -21.035036 0.0 0.0 0.0
H -9.746300 -19.007223 -21.436671 0.0 0.0 0.2
C -6.533013 -22.965877 -9.864675 -0.2 -0.6 1.4
O -5.133909 -22.885663 -9.611293 0.2 0.4 -0.4
C -4.731729 -21.766338 -8.845293 0.4 -0.1 0.1
C -3.367878 -22.060627 -8.273727 0.3 -1.8 0.8
N -2.316575 -22.350398 -9.251148 0.5 0.6 -0.4
C -0.965967 -22.426014 -8.673446 -0.4 0.2 -0.3
C -0.690295 -23.624418 -7.784424 -0.1 0.8 0.8
O -1.306985 -23.425264 -6.512231 -0.1 0.3 -0.4
C -1.281362 -24.588049 -5.736102 -0.2 -0.3 0.8
H -6.759449 -23.020935 -10.915636 -0.1 0.2 -0.1
H -7.111498 -22.185559 -9.359601 0.3 0.4 -0.4
H -6.896069 -23.859537 -9.341803 0.0 -0.2 -0.5
H -5.427596 -21.692736 -8.004602 0.0 0.5 0.0
H -4.687524 -20.838363 -9.432338 -0.4 0.0 -0.1
H -3.493493 -22.964100 -7.654739 -0.2 0.1 0.0
H -2.985612 -21.352528 -7.538408 -0.2 0.5 -0.4
H -2.470917 -23.244188 -9.702028 -0.5 0.0 0.1
H -0.768362 -21.496094 -8.133583 0.0 -0.1 0.2
H -0.255290 -22.414939 -9.505734 0.0 -0.2 0.0
H 0.398831 -23.634080 -7.637686 0.0 -0.6 -0.1
H -1.114850 -24.554049 -8.178084 0.4 -0.1 -0.4
H -0.254675 -24.841748 -5.450435 0.0 -0.2 -0.1
H -1.790189 -25.447114 -6.192524 0.3 0.1 -0.4
H -1.845354 -24.411153 -4.817425 0.1 0.3 0.0
N -12.395580 -24.141436 -15.709019 0.9 -0.1 -0.1
C -11.177860 -24.442802 -15.128766 -0.4 -0.3 0.1
N -10.109998 -24.191608 -15.924037 0.8 0.2 -0.7
O -11.092700 -24.943166 -14.014484 0.0 0.2 0.0
H -12.372421 -23.619998 -16.564838 -0.5 0.0 0.1
H -13.237561 -24.315962 -15.198681 -0.1 0.1 0.0
H -9.159351 -24.084076 -15.579932 -0.4 -0.2 0.6
H -10.178668 -23.805060 -16.850974 -0.6 0.0 0.1
N -5.733289 -22.248924 -15.345441 0.1 0.2 0.2
C -6.616117 -22.898051 -14.550357 -0.4 0.0 -0.3
N -6.119685 -23.345081 -13.358111 0.2 0.2 0.1
O -7.778656 -23.139697 -14.893089 0.4 0.1 0.1
H -6.089091 -21.760949 -16.148420 -0.2 0.0 0.1
H -4.885053 -21.881021 -14.928942 0.1 -0.1 -0.2
H -5.282560 -22.917885 -12.994251 0.0 -0.1 0.0
H -6.801313 -23.637391 -12.677966 -0.1 -0.1 -0.1
N -1.962528 -22.144617 -12.341607 0.2 0.2 -0.7
C -2.844376 -21.428174 -13.077117 -1.0 -0.1 1.2
N -3.478644 -20.422487 -12.391106 0.2 -0.2 -0.5
O -3.147466 -21.711076 -14.239248 0.5 0.2 0.0
H -1.520090 -22.900777 -12.833534 0.1 -0.1 0.2
H -1.932475 -22.049723 -11.335557 0.1 0.0 0.1
H -4.285653 -20.020912 -12.852684 -0.1 0.1 0.2
H -3.424984 -20.408810 -11.386227 0.0 0.0 0.0
N -2.903687 -20.746404 -16.876838 -0.4 1.3 -0.2
C -3.457088 -19.485382 -16.702435 1.0 -0.5 -0.4
N -2.775541 -18.735346 -15.783831 -0.5 0.1 -0.2
O -4.405136 -19.085291 -17.362216 -0.1 0.2 0.3
H -2.524522 -21.150783 -16.032026 -0.3 -0.5 -0.3
H -3.458128 -21.267478 -17.535201 0.2 -0.5 0.3
H -3.119261 -17.816954 -15.564021 0.1 0.0 0.2
H -1.936465 -19.075879 -15.355337 0.0 0.0 0.0
```
Positions in Å, forces in eV/Å.

Here are the Löwdin charges for atoms 1 to 8, given in e:
1 C -0.10
2 O -0.21
3 C -0.21
4 C -0.44
5 C -0.06
6 N 0.06
7 H 0.09
8 H 0.08